Entry 1:
# C13H31CaN12O11

A structure of composition C13H31CaN12O11 at a distorted geometry (ωB97M-V/def2-TZVPD, OMol25).

XYZ file:
```
68
Properties=species:S:1:pos:R:3
Ca -1.216 -4.970 -0.671
O 1.021 1.244 -0.727
O -6.343 4.496 -5.347
O 6.858 -2.388 -4.655
O -6.105 1.412 5.406
O 2.809 5.127 4.868
O 0.045 -0.530 0.234
O -0.169 5.710 9.260
O 2.452 2.964 -7.834
O -0.615 -6.567 -5.941
O 0.898 -0.778 -1.675
O -0.528 -1.919 9.277
N 0.150 -8.049 -7.473
N 1.734 0.940 -7.277
N 7.504 -4.352 -5.549
N 5.457 -4.134 -4.801
N -0.968 -6.369 -8.098
N -6.030 -0.450 4.184
N -4.923 1.266 3.456
N 0.291 -2.715 7.311
N -5.837 2.373 -5.098
N 0.273 -4.035 9.042
N 3.167 2.061 -5.949
N -5.134 3.938 -3.600
C 0.652 -0.073 -0.706
C 2.080 5.207 5.977
C 6.642 -3.570 -4.963
C -5.762 3.620 -4.732
C 1.578 6.432 7.944
C 0.530 5.526 8.156
C -0.088 -2.819 8.612
C 2.348 6.250 6.849
C -0.460 -6.967 -7.062
C 0.941 4.459 6.161
C 2.460 2.030 -7.083
C -5.673 0.735 4.444
C 0.047 4.639 7.225
H 8.451 -4.000 -5.559
H 0.628 3.848 5.328
H -5.787 -0.767 3.257
H -5.702 1.732 -4.329
H -4.325 0.621 2.960
H -4.904 2.268 3.331
H 3.081 6.994 6.576
H 0.364 -8.793 -6.824
H -6.595 -1.026 4.792
H 0.919 0.930 -7.874
H 0.856 -4.559 8.405
H -0.818 4.001 7.334
H 1.725 0.251 -6.538
H 1.777 7.328 8.512
H 5.310 -5.116 -4.983
H -1.093 5.453 9.224
H 1.588 1.076 -1.484
H 0.006 -8.283 -8.446
H -0.150 -4.398 9.884
H -4.600 3.208 -3.151
H 2.271 4.529 4.344
H 7.224 -5.320 -5.472
H -5.051 4.943 -3.534
H 0.916 -3.393 6.898
H -1.371 -5.450 -7.988
H -6.603 2.221 -5.739
H -0.694 -6.787 -8.976
H 4.816 -3.526 -4.312
H 0.261 -1.811 6.862
H 3.766 2.875 -5.961
H 3.644 1.206 -5.704
```

Calculated values
E_LUMO: -7.84 eV
Total charge: +1

***

Entry 2:
# C13H31NNbO4

A structure of composition C13H31NNbO4 at a distorted geometry (ωB97M-V/def2-TZVPD, OMol25).

XYZ file:
```
50
Properties=species:S:1:pos:R:3
Nb 1.945 -0.392 0.040
O 0.694 3.587 0.725
O 1.354 -2.214 -0.859
O 1.724 1.959 -0.514
O 1.101 3.949 -1.463
N 2.907 -3.865 3.809
C 1.522 -1.126 2.159
C -0.133 -2.331 -0.851
C 0.485 4.967 0.473
C -1.825 -0.409 -1.903
C 1.220 3.066 -0.424
C -0.678 5.495 1.286
C -0.858 -1.704 -2.181
C -1.584 -2.925 -3.032
C 0.248 4.985 -1.007
C 1.158 -2.724 2.278
C -2.816 -0.547 -0.605
C -2.826 -0.275 -3.234
C 1.559 -3.163 3.839
H -0.776 6.579 1.173
H -3.399 0.765 -3.260
H 3.675 -0.977 0.131
H -2.296 -0.015 0.327
H 2.781 -4.886 4.002
H 1.406 5.499 0.742
H 0.520 5.940 -1.465
H 2.258 0.239 -1.664
H -3.689 -1.094 -3.131
H -1.621 5.027 0.982
H 3.567 -3.439 4.516
H -1.563 -2.580 -4.172
H -0.542 5.261 2.347
H -3.007 -1.660 -0.299
H 2.459 1.250 0.703
H 1.598 -2.208 4.549
H -0.781 4.733 -1.289
H -0.493 -1.887 0.170
H 0.215 0.248 0.007
H -2.674 -3.170 -2.652
H 0.770 -3.900 4.291
H -3.832 0.060 -0.764
H 0.022 -1.313 -2.886
H -1.168 0.585 -1.905
H -0.016 -2.844 2.215
H -0.346 -3.505 -0.876
H -0.876 -3.885 -2.983
H 0.633 -0.452 2.585
H 1.718 -3.396 1.476
H 2.484 -0.952 2.828
H -2.227 -0.356 -4.236
```

Calculated values
E_LUMO: 2.47 eV
Total charge: -1